Entry from the OMol25 dataset: one molecule with the formula C3H5ClN2 (ωB97M-V with the def2-TZVPD basis set).

- Largest force on an atom: 0.95 eV/Å
- Spin multiplicity: 1
- E: -686.98370 a.u.
- HOMO level: -8.7735 eV
- SMILES: [H]/N=C\N/C=C/Cl
- Relative energy (zero: lowest compared OMol25 entry of this formula, charge and spin): 7.69 kcal per mole

```
11
Properties=species:S:1:pos:R:3:forces:R:3:nbo_charge:R:1
H 1.252 -1.539 -0.388 0.71 0.15 0.20 0.331
N 2.228 -1.289 -0.145 -0.79 0.47 -0.26 -0.677
C 2.354 -0.035 0.042 0.22 -0.58 0.37 0.277
N 1.415 0.980 0.061 -0.09 -0.06 -0.15 -0.617
C 0.033 0.859 -0.115 -0.09 0.24 0.03 -0.029
C -0.720 -0.173 0.259 0.19 0.46 -0.31 -0.284
Cl -2.418 -0.186 -0.040 -0.10 0.03 -0.02 0.000
H 3.345 0.349 0.287 0.00 -0.02 -0.14 0.164
H 1.805 1.912 0.059 -0.24 -0.16 -0.02 0.404
H -0.437 1.727 -0.577 0.07 -0.20 0.09 0.212
H -0.358 -1.040 0.763 0.12 -0.33 0.23 0.220
```
Forces are in eV/Å.

Entry from the OMol25 dataset: C12H19BF3NO13Tl as an isolated structure at a distorted geometry (ωB97M-V with the def2-TZVPD basis set).

- Largest force on an atom: 7.15 eV/Å
- Spin multiplicity: 1
- E: -1997.59989 a.u.
- Charge: +1
- HOMO level: -13.0317 eV
- Relative energy (zero: lowest compared OMol25 entry of this formula, charge and spin): 156.86 kcal per mole

```
50
Properties=species:S:1:pos:R:3:forces:R:3:mulliken_charge:R:1
Tl 12.026 -8.885 -1.103 1.63 2.17 -2.23 0.688
B 11.267 -6.780 0.130 0.97 0.81 3.90 0.786
H 10.304 -6.308 0.245 -3.53 2.64 -0.73 -0.001
H 12.045 -6.246 0.654 2.55 1.80 1.97 -0.075
H 11.168 -7.760 0.571 0.27 -3.69 1.41 -0.756
H 11.417 -6.868 -0.935 -0.28 -1.50 -5.95 -0.012
C 10.194 -11.105 2.117 1.49 1.12 -0.28 -2.493
C 10.512 -9.816 1.297 -2.41 3.03 4.50 0.288
O 10.665 -9.759 0.091 -3.92 -0.78 -2.62 -0.558
O 10.387 -8.728 1.933 0.56 -1.81 -1.17 -0.653
H 11.040 -11.293 2.777 -0.56 0.75 0.22 1.199
H 10.205 -11.971 1.455 -0.73 1.06 0.20 1.246
H 9.335 -10.917 2.762 0.49 -0.13 -0.33 1.092
C 8.861 -15.212 1.205 2.89 -1.53 -1.33 -0.731
C 8.245 -14.039 0.651 -0.83 1.10 1.46 0.204
O 8.573 -13.097 1.687 1.72 -2.38 -0.11 -0.283
C 9.086 -13.651 2.797 1.13 2.39 2.43 0.720
O 9.511 -13.023 3.791 -1.74 -2.44 -3.48 -0.580
O 9.110 -14.907 2.558 0.19 -4.27 1.71 -0.376
F 6.896 -14.107 0.690 -0.55 -0.60 -0.73 -0.304
H 9.845 -15.242 0.737 0.53 0.11 0.05 0.270
H 8.519 -16.175 0.827 -0.98 -0.11 1.38 0.449
H 8.642 -13.725 -0.315 -0.43 0.23 0.01 0.365
C 7.318 -11.446 1.219 0.33 2.69 -1.17 0.142
C 7.030 -10.034 0.769 1.03 0.72 -0.53 0.590
O 6.440 -9.482 1.884 0.58 3.32 -1.09 -0.341
C 5.984 -10.381 2.674 -1.95 -0.68 4.20 0.655
O 5.386 -10.117 3.710 1.17 -1.23 -2.34 -0.592
O 6.392 -11.566 2.223 -2.11 -2.20 2.15 -0.354
F 6.150 -9.923 -0.224 -1.01 -0.36 -1.47 -0.363
H 8.285 -11.567 1.708 -1.48 2.20 -1.27 -0.209
H 7.249 -12.284 0.525 -0.91 1.81 -0.40 0.495
H 7.850 -9.363 0.517 0.41 -0.37 -0.05 0.028
C 12.964 -12.802 2.638 0.58 -1.31 2.11 -0.553
C 14.378 -12.478 2.114 -2.29 -0.74 3.64 0.195
O 14.047 -11.557 1.192 -0.31 3.19 -2.93 -0.320
C 12.763 -11.632 0.777 -0.32 -0.58 -0.53 0.691
O 12.234 -10.987 -0.144 4.63 -4.91 2.36 -0.571
O 12.115 -12.530 1.577 1.09 0.97 -3.20 -0.115
F 14.900 -13.523 1.554 1.43 -2.21 -1.59 -0.284
H 12.703 -12.179 3.494 0.01 0.27 0.05 0.299
H 12.758 -13.829 2.937 0.55 -0.04 -0.05 0.414
H 15.033 -12.148 2.920 0.07 0.64 -0.38 0.430
C 8.424 -8.912 4.278 0.10 -1.29 -0.38 -0.426
N 9.930 -8.943 4.316 0.01 2.52 1.37 1.138
O 10.453 -7.889 3.977 -0.05 -0.49 1.08 -0.576
O 10.549 -9.899 4.741 -0.58 -0.25 -0.38 -0.610
H 8.185 -9.485 3.383 -0.06 0.14 0.11 0.070
H 8.016 -7.911 4.136 0.50 -0.11 0.34 0.380
H 8.031 -9.479 5.122 0.12 0.31 0.05 0.299
```
Forces are in eV/Å.

Entry from the OMol25 dataset: a 8-piece molecular cluster, C14H46N2O8 overall at a distorted geometry (ωB97M-V with the def2-TZVPD basis set).

- Largest force on an atom: 3.65 eV/Å
- Spin multiplicity: 2
- E: -1271.87667 a.u.
- Charge: +1
- HOMO level (alpha / beta): -11.1016 / -11.1015 eV
- Relative energy (zero: lowest compared OMol25 entry of this formula, charge and spin): 93.70 kcal per mole

```
70
Properties=species:S:1:pos:R:3:forces:R:3:nbo_charge:R:1
C -2.153 1.874 -1.267 0.85 -0.86 -0.93 -0.265
O -3.551 1.847 -1.297 -0.73 0.32 0.41 -0.730
H -1.777 1.157 -0.538 0.39 0.07 0.14 0.152
H -1.894 1.541 -2.271 0.43 -0.13 0.00 0.174
H -1.621 2.818 -1.144 -0.52 0.31 0.30 0.200
H -3.869 2.225 -0.473 -0.32 0.09 0.05 0.478
C -2.072 -0.386 4.366 -0.11 -1.00 1.63 -0.253
O -0.795 -0.278 4.938 1.42 0.36 -0.47 -0.735
H -2.552 0.592 4.313 -0.28 -0.17 -0.60 0.170
H -1.999 -0.997 3.467 0.04 0.66 -0.34 0.170
H -2.592 -1.037 5.069 -0.97 0.15 -0.18 0.178
H -0.845 0.058 5.836 -0.19 -0.04 0.00 0.474
C 3.829 2.350 3.188 1.27 -0.57 2.06 -0.278
O 4.126 3.447 4.122 -0.55 -0.28 -1.59 -0.719
H 4.803 1.965 2.887 0.01 0.36 -0.40 0.190
H 3.494 1.565 3.865 -0.68 -0.36 -0.40 0.164
H 3.181 2.456 2.317 -0.06 0.75 0.24 0.186
H 3.323 3.963 4.221 -0.03 0.09 0.05 0.458
C -0.351 2.918 3.934 -0.35 1.12 1.30 -0.275
O -0.120 3.979 2.969 -0.08 -1.80 -0.25 -0.754
H 0.488 2.362 4.353 0.78 0.28 -0.76 0.182
H -0.786 3.351 4.834 -0.31 0.14 0.04 0.178
H -1.058 2.147 3.627 0.00 0.42 -0.83 0.178
H 0.109 4.825 3.359 -0.01 -0.27 0.44 0.490
C 0.516 0.425 1.721 0.69 -0.97 0.83 -0.249
O 0.556 1.520 0.874 -0.73 0.40 -1.36 -0.738
H 0.901 -0.487 1.266 0.67 0.36 -0.44 0.172
H 1.142 0.725 2.561 -0.26 -0.88 0.57 0.187
H -0.466 0.055 2.013 -0.47 0.70 0.40 0.143
H 0.166 2.246 1.366 0.12 0.52 -0.03 0.486
C 1.800 -3.396 0.469 1.00 0.04 1.55 -0.241
O 1.275 -3.075 -0.739 -1.27 0.42 -3.05 -0.721
H 2.747 -3.923 0.350 0.02 -0.40 0.28 0.172
H 2.063 -2.443 0.928 -0.32 -0.26 0.68 0.184
H 1.026 -3.996 0.948 0.55 0.03 1.19 0.154
H 1.060 -3.928 -1.123 -0.06 0.17 -0.66 0.458
C 1.262 0.720 -2.658 1.79 -1.50 -0.17 -0.654
C 2.484 1.644 -2.552 -0.40 1.78 -1.38 -0.088
C 2.924 2.261 -3.892 -0.02 -0.95 -1.27 -0.065
O 3.305 1.357 -4.953 -1.15 0.47 1.08 -0.554
C 4.502 0.624 -4.758 -0.89 1.25 -0.82 -0.256
N 2.121 2.821 -1.758 -0.28 -0.30 0.90 -0.810
H 1.431 0.137 -3.563 -0.62 -0.05 -0.33 0.226
H 0.272 1.173 -2.601 0.36 0.36 -0.29 0.195
H 1.346 -0.026 -1.867 -0.28 -0.01 0.32 0.214
H 3.418 1.244 -2.157 -0.47 -0.72 0.51 0.197
H 3.730 2.969 -3.701 0.12 0.11 0.09 0.181
H 2.089 2.786 -4.358 -0.12 0.24 0.22 0.177
H 5.292 1.375 -4.776 0.62 -0.38 0.42 0.174
H 4.517 0.086 -5.706 0.61 -0.70 0.50 0.203
H 4.437 0.044 -3.837 0.46 -0.33 -0.21 0.166
H 1.439 2.415 -1.134 0.16 0.29 1.13 0.357
H 1.501 3.406 -2.299 0.15 0.38 -0.62 0.335
C -2.685 -1.805 0.120 -0.51 0.82 0.31 -0.607
C -2.268 -2.308 -1.246 0.24 -0.99 -2.49 -0.115
C -2.633 -3.831 -1.458 1.95 1.88 0.86 -0.081
O -4.002 -3.919 -1.232 0.27 -0.54 -1.10 -0.561
C -4.531 -5.262 -1.349 -0.68 0.45 0.27 -0.257
N -3.087 -1.509 -2.184 0.31 -1.41 3.35 -0.241
H -2.334 -0.776 0.192 0.06 -0.11 0.56 0.232
H -2.264 -2.467 0.877 0.24 0.11 -0.06 0.271
H -3.769 -1.818 0.236 0.00 -0.05 0.05 0.240
H -1.245 -2.012 -1.478 0.42 -0.56 0.42 0.274
H -1.988 -4.320 -0.727 -0.37 -0.44 0.55 0.188
H -2.183 -4.163 -2.393 -0.88 -0.12 -0.63 0.200
H -4.168 -5.851 -2.191 0.64 0.25 0.08 0.197
H -5.596 -5.150 -1.555 0.01 0.06 0.39 0.213
H -4.363 -5.736 -0.382 -0.07 -0.35 -0.24 0.197
H -3.953 -2.022 -2.095 -1.45 0.06 -1.34 0.412
H -3.107 -0.549 -1.873 -0.14 1.23 -0.94 0.420
```
Forces are in eV/Å.

Entry from the OMol25 dataset: a 2-piece molecular cluster, C3H11NO2 overall at a distorted geometry (ωB97M-V with the def2-TZVPD basis set).

- Largest force on an atom: 1.23 eV/Å
- Spin multiplicity: 1
- E: -326.11052 a.u.
- HOMO level: -9.2289 eV
- SMILES: C[C@@H](O)CN.O
- Relative energy (zero: lowest compared OMol25 entry of this formula, charge and spin): 13.15 kcal per mole

```
17
Properties=species:S:1:pos:R:3:forces:R:3:nbo_charge:R:1
C 0.356 0.106 0.974 -0.98 0.39 -0.63 -0.628
C -0.584 -0.431 -0.105 0.31 0.75 -0.47 0.096
O -1.872 -0.691 0.416 -0.01 -0.16 0.16 -0.713
C -0.667 0.460 -1.336 0.30 -0.10 -0.83 -0.236
N -1.291 -0.271 -2.431 -0.36 -0.05 0.50 -0.851
H 0.553 -0.693 1.678 0.32 0.24 0.19 0.241
H -0.140 0.948 1.450 -0.15 -0.01 0.43 0.206
H 1.235 0.554 0.509 0.33 -0.49 0.06 0.189
H -0.114 -1.343 -0.494 -0.38 -0.37 0.19 0.148
H -2.488 -0.073 0.001 0.10 -0.29 0.02 0.473
H 0.353 0.805 -1.571 -0.07 0.00 0.02 0.162
H -1.297 1.345 -1.263 0.10 0.28 0.80 0.182
H -0.846 -1.152 -2.632 0.08 0.14 -0.37 0.362
H -1.470 0.316 -3.229 0.20 -0.30 -0.25 0.365
O 2.738 -0.340 2.822 0.24 0.50 -0.03 -0.928
H 2.943 -0.035 1.929 -0.01 -0.28 0.05 0.465
H 2.589 0.497 3.282 -0.03 -0.24 0.16 0.466
```
Forces are in eV/Å.

Entry from the OMol25 dataset: an isolated ion of composition C6H11ClN and charge +1 at a distorted geometry (ωB97M-V with the def2-TZVPD basis set).

- Largest force on an atom: 5.52 eV/Å
- Spin multiplicity: 1
- E: -749.79136 a.u.
- Charge: +1
- HOMO level: -13.7158 eV
- SMILES: CC[C@](C)([NH3+])C#CCl
- Relative energy (zero: lowest compared OMol25 entry of this formula, charge and spin): 53.47 kcal per mole

```
19
Properties=species:S:1:pos:R:3:forces:R:3:nbo_charge:R:1
C -2.180 -0.088 0.232 1.90 -3.11 1.59 -0.612
C -0.999 0.523 -0.527 -1.79 3.09 -1.20 -0.469
C 0.417 0.100 -0.225 1.83 0.52 4.18 0.151
C 1.426 -0.066 -1.335 0.45 -0.41 0.64 -0.627
N 0.272 -1.337 0.284 2.01 -1.07 -5.03 -0.679
C 1.036 0.809 1.079 -0.95 -0.14 -2.51 -0.177
C 1.526 1.616 1.832 -0.43 -0.66 -0.73 -0.023
Cl 2.189 2.717 2.809 0.18 0.20 0.41 0.211
H -1.878 -0.094 1.303 -0.43 0.17 -0.22 0.200
H -2.330 -1.269 0.032 -0.39 2.93 -0.02 0.199
H -3.019 0.577 0.191 -0.75 -0.34 -0.46 0.265
H -1.223 0.357 -1.622 0.55 0.53 0.91 0.239
H -1.143 1.680 -0.251 0.85 -2.41 -1.16 0.277
H 1.158 -0.940 -1.916 -0.55 0.37 -1.07 0.213
H 2.327 -0.454 -0.890 0.67 0.27 0.49 0.232
H 1.719 0.822 -1.862 -0.40 0.25 -0.49 0.275
H -0.198 -1.703 -0.582 -0.13 -0.64 1.56 0.439
H -0.246 -1.351 1.080 -2.16 -0.45 2.86 0.439
H 1.144 -1.901 0.369 -0.47 0.89 0.26 0.450
```
Forces are in eV/Å.

Entry from the OMol25 dataset: C4H12O4Tl as an isolated structure at a distorted geometry (ωB97M-V with the def2-TZVPD basis set).

- Largest force on an atom: 3.33 eV/Å
- Spin multiplicity: 2
- E: -632.30233 a.u.
- Charge: +2
- HOMO level (alpha / beta): -17.7977 / -17.6477 eV
- Relative energy (zero: lowest compared OMol25 entry of this formula, charge and spin): 0.00 kcal per mole

```
21
Properties=species:S:1:pos:R:3:forces:R:3:nbo_charge:R:1
Tl 1.540 1.247 1.792 0.02 0.40 -0.22 0.978
C 0.066 -2.300 1.599 0.72 -1.75 -0.96 -0.126
C -1.009 -1.447 0.951 -1.80 2.43 1.40 -0.088
O -1.003 -0.095 1.498 0.61 -1.86 -1.17 -0.626
O 1.366 -1.848 1.412 -0.88 0.50 0.52 -0.471
H -0.053 -3.301 1.183 0.04 -0.05 -0.35 0.240
H -0.177 -2.473 2.648 -0.02 0.86 0.61 0.295
H -1.978 -1.906 1.146 0.02 -0.12 0.27 0.245
H -0.955 -1.391 -0.136 1.03 -0.01 -0.42 0.267
H -1.911 0.175 1.652 -0.45 0.17 0.37 0.523
H 1.840 -2.520 0.916 0.63 -0.30 -0.34 0.526
C -0.483 2.006 -1.320 -0.07 -0.59 0.06 -0.100
C 0.556 1.074 -1.954 -0.23 0.93 0.08 -0.113
O 1.239 0.252 -0.983 -0.76 0.05 0.47 -0.661
O 0.126 2.863 -0.370 0.23 -0.34 0.25 -0.755
H -1.269 1.425 -0.837 0.00 -0.27 0.17 0.170
H -1.028 2.607 -2.047 0.38 -0.24 -0.50 0.229
H 1.353 1.694 -2.365 -0.03 0.17 -0.45 0.228
H 0.123 0.447 -2.733 -0.05 0.02 -0.05 0.220
H 1.860 -0.259 -1.506 0.43 -0.32 -0.01 0.506
H -0.202 3.748 -0.546 0.16 0.30 0.26 0.512
```
Forces are in eV/Å.

Entry from the OMol25 dataset: a 2-piece molecular cluster, CH3F3OSi overall at a distorted geometry (ωB97M-V with the def2-TZVPD basis set).

- Largest force on an atom: 2.75 eV/Å
- Spin multiplicity: 1
- E: -704.32535 a.u.
- HOMO level (alpha / beta): -11.5028 / -10.9191 eV
- Relative energy (zero: lowest compared OMol25 entry of this formula, charge and spin): 60.30 kcal per mole

```
9
Properties=species:S:1:pos:R:3:forces:R:3:nbo_charge:R:1
C 0.129 -0.969 -0.173 1.54 1.44 1.77 -0.639
O 1.614 -0.281 1.400 -1.91 -1.01 -1.39 -0.685
F -1.051 0.963 -1.878 0.22 -0.30 0.03 -0.646
F -2.332 0.411 0.210 0.11 -0.26 0.23 -0.640
F -0.281 1.904 0.299 0.18 -0.32 0.11 -0.635
Si -0.866 0.588 -0.346 -0.17 0.46 -0.32 2.345
H -0.212 -1.763 0.464 -0.10 -0.21 0.11 0.234
H 0.905 -1.234 -0.869 0.03 -0.08 -0.24 0.230
H 2.095 0.380 0.893 0.10 0.28 -0.29 0.437
```
Forces are in eV/Å.

Entry from the OMol25 dataset: C19H14AuBr2N2O2 as an isolated structure (ωB97M-V with the def2-TZVPD basis set).

- Largest force on an atom: 0.97 eV/Å
- Spin multiplicity: 3
- E: -6276.04061 a.u.
- Charge: -1
- HOMO level (alpha / beta): -2.5154 / -4.4118 eV

```
40
Properties=species:S:1:pos:R:3:forces:R:3:nbo_charge:R:1
Au -0.064 0.623 -1.083 -0.03 0.03 -0.31 0.863
Br -2.094 -3.635 3.748 0.06 0.15 -0.12 0.010
C -1.690 -2.425 2.326 -0.10 0.14 0.14 -0.047
C -1.225 -2.947 1.106 -0.04 -0.08 0.00 -0.384
C -0.986 -2.038 0.104 0.00 -0.58 -0.04 0.106
N -1.149 -0.730 0.223 0.00 0.44 0.16 -0.578
C -1.585 -0.206 1.422 0.01 -0.05 -0.05 0.077
C -1.875 -1.086 2.492 -0.06 -0.25 0.15 -0.264
C -1.702 1.204 1.513 0.00 0.18 0.02 0.199
C -2.009 1.894 2.716 -0.05 0.03 0.06 -0.300
C -2.012 3.257 2.705 -0.09 0.02 0.11 -0.035
Br -2.388 4.214 4.322 0.04 -0.13 -0.21 0.005
C -1.745 3.983 1.538 0.00 0.08 0.10 -0.385
C -1.474 3.231 0.407 -0.07 0.50 0.11 0.084
N -1.451 1.920 0.376 -0.24 -0.35 0.10 -0.575
H -1.055 -4.001 0.971 0.00 -0.10 -0.08 0.226
H -0.635 -2.379 -0.861 0.10 -0.04 0.00 0.207
H -2.244 -0.701 3.428 -0.02 0.01 0.08 0.217
H -2.210 1.358 3.629 -0.01 -0.02 0.08 0.216
H -1.735 5.061 1.532 0.00 0.03 -0.05 0.220
H -1.256 3.718 -0.534 0.03 0.10 -0.11 0.200
C -0.511 3.343 -4.125 0.23 -0.18 -0.26 -0.278
O -0.515 2.545 -2.949 -0.54 0.51 0.16 -0.573
C 0.480 1.621 -2.767 0.66 -0.46 -0.55 0.485
O 1.364 1.514 -3.589 -0.26 0.02 0.47 -0.668
H -1.545 3.441 -4.454 0.03 0.01 0.02 0.176
H 0.095 2.856 -4.894 -0.10 0.15 0.02 0.204
H -0.100 4.332 -3.914 0.03 -0.02 0.01 0.171
C 1.639 0.022 -0.156 -0.06 0.31 0.04 -0.177
C 2.155 -1.240 -0.372 0.60 -0.53 0.00 -0.353
C 2.805 -1.844 0.749 -0.14 0.24 0.03 -0.129
C 3.380 -3.084 0.659 0.14 -0.17 0.07 -0.247
C 3.389 -3.779 -0.549 0.09 -0.16 -0.05 -0.263
C 2.782 -3.205 -1.665 0.03 -0.28 -0.06 -0.210
C 2.164 -1.983 -1.587 -0.20 0.35 -0.12 -0.221
H 2.802 -1.300 1.683 0.02 0.01 0.08 0.202
H 3.832 -3.531 1.537 0.03 0.03 0.02 0.199
H 3.870 -4.746 -0.624 -0.03 0.00 0.01 0.196
H 2.799 -3.743 -2.606 -0.04 0.04 -0.04 0.199
H 1.700 -1.534 -2.456 -0.03 0.00 -0.05 0.225
```
Forces are in eV/Å.